[1]
{"formula": "ClFIPS", "method": "ωB97M-V with the def2-TZVPD basis set", "species": ["Cl", "F", "S", "P", "I"], "coordinates": [[-0.8571, -1.3888, 1.0435], [-0.9274, -0.1835, -1.4403], [1.9831, -0.4680, -0.5076], [0.1650, -0.0729, -0.0236], [-0.3636, 2.1133, 0.9279]], "nbo_charge": [-0.18, -0.58, -0.37, 1.11, 0.03], "lumo_energy_ha": -0.05111, "e_tot_ev": -43466.5409, "smiles": "F[P@](=S)(Cl)I", "fmax_ha_per_bohr": 0.0757, "de_lowest_kcal_mol": 10.31}

***

[2]
{"formula": "C6H16N2", "method": "ωB97M-V with the def2-TZVPD basis set", "species": ["C", "H", "H", "H", "H", "C", "C", "C", "H", "N", "C", "C", "H", "H", "H", "H", "H", "H", "H", "H", "N", "H", "H", "H"], "coordinates": [[-0.2421, -0.3672, 0.1005], [1.7269, 0.4735, 2.0567], [2.9649, -0.1025, 0.9073], [-0.9238, -2.1790, -1.0453], [-1.5907, 2.4510, 0.3830], [-1.1392, 1.9634, -0.4725], [-0.0296, -1.7298, -0.5604], [-1.6896, 2.6988, -1.6818], [0.3889, -2.5544, 0.0656], [1.7334, -2.7568, 2.0347], [-1.3049, 0.5030, -0.6943], [1.9037, -0.1728, 1.1579], [0.8864, -2.9831, 2.5433], [0.7079, -1.6013, -1.3702], [0.6108, 1.3147, -0.0228], [-2.3044, 0.0718, -0.5108], [-1.0717, 0.2005, -1.7239], [-0.6355, -0.5387, 1.0960], [-1.2322, 2.3207, -2.5886], [-2.7559, 2.6792, -1.9302], [1.0452, 0.3828, 0.0803], [-1.2675, 3.7206, -1.7698], [1.7193, -1.3394, 1.3141], [2.4996, -2.4551, 2.6313]], "nbo_charge": [-0.03, 0.14, 0.16, 0.17, 0.16, -0.11, -0.65, -0.68, 0.28, -1.42, -0.49, -0.52, 0.30, 0.20, 0.35, 0.21, 0.20, 0.16, 0.20, 0.21, -0.66, 0.20, 0.33, 0.30], "charge": -1, "lumo_energy_ha": [0.12699, 0.09755], "e_tot_ev": -9457.0074, "fmax_ha_per_bohr": 0.0683, "de_lowest_kcal_mol": 75.22, "multiplicity": 2}

***

[3]
{"formula": "C36H84N4O8", "method": "ωB97M-V with the def2-TZVPD basis set", "species": ["H", "H", "C", "C", "C", "O", "H", "H", "H", "C", "H", "C", "H", "H", "H", "H", "H", "H", "H", "H", "O", "H", "C", "H", "C", "H", "O", "H", "C", "H", "H", "H", "C", "H", "C", "C", "H", "H", "H", "H", "O", "H", "H", "C", "H", "H", "H", "H", "H", "C", "H", "C", "C", "H", "N", "H", "H", "C", "H", "H", "H", "H", "C", "H", "H", "C", "H", "C", "H", "H", "C", "H", "C", "C", "N", "O", "H", "C", "H", "H", "H", "H", "H", "H", "C", "C", "H", "N", "H", "H", "H", "O", "H", "C", "H", "H", "H", "H", "C", "C", "C", "H", "H", "H", "H", "O", "H", "H", "O", "H", "C", "C", "H", "H", "H", "H", "H", "C", "H", "H", "H", "C", "C", "H", "H", "C", "H", "H", "C", "N", "H", "H"], "coordinates": [[8.5712, -4.5424, 0.0281], [-3.7631, 1.7537, 5.1911], [0.5034, 6.4766, -0.4594], [-1.8668, 7.2446, -0.8692], [-0.6341, 6.5556, -1.4942], [-5.4331, 0.0475, 4.8738], [7.5910, -5.0413, -2.0751], [-5.4338, -1.2229, 1.8623], [3.3558, -5.3679, -2.9163], [-4.0273, 2.3974, 4.3508], [-1.0745, 4.1220, 2.5213], [1.7941, -1.6256, -1.0095], [-8.1419, 1.0048, 4.3379], [-5.7465, 3.3236, 2.7271], [-2.4445, 6.9629, 2.8379], [-2.0836, -3.3272, -1.2774], [8.4332, -5.1454, 1.6246], [2.5418, 5.5986, -0.5161], [5.1664, -7.9700, 0.3829], [3.6055, -0.3802, -3.3704], [3.6998, -1.2022, -3.8867], [-4.7706, 3.1202, 4.6903], [5.8982, -6.2065, 1.3712], [3.7986, -4.1714, -1.6331], [0.3259, -1.8998, -1.3725], [-1.7679, 1.2289, 0.2011], [2.0236, 1.7994, -0.9408], [3.3713, -7.1221, -0.6778], [-1.4401, 6.9134, 2.4060], [-3.5380, -0.4640, -2.6691], [4.6279, -7.5271, -2.9300], [0.2728, 8.4634, 0.5618], [-4.5609, 1.5739, 3.1746], [-3.0017, 1.4406, -1.0010], [4.7618, -7.0557, 0.8337], [-1.9634, 1.1253, -0.8652], [4.1426, -1.8169, -3.2927], [1.2234, 4.8410, 1.8297], [5.4029, -5.3316, 1.8058], [2.2855, -0.8413, -1.5783], [1.6999, -1.3748, -5.9518], [-2.8993, 0.2356, 3.3186], [-1.5936, 8.2252, -0.4851], [7.8311, -4.7539, 0.7982], [1.9145, -1.3297, 0.0386], [1.4373, -0.4896, -6.2238], [-2.6687, 7.3900, -1.5978], [-8.8449, -0.0645, 3.0640], [-3.1086, 2.9553, 4.1534], [0.3304, -2.7860, -2.6250], [0.1015, -0.3019, -3.4025], [-8.0176, 0.0933, 3.7584], [4.0449, -6.3373, -0.3203], [-5.9401, 0.5508, 5.5212], [-5.6891, 0.7684, 3.6869], [-2.2438, -1.4443, -3.1925], [2.4391, -2.5018, -1.0983], [-2.4007, 6.3043, 0.1802], [2.3667, -1.2348, -5.2538], [-2.3066, -0.9718, 0.5785], [-5.2557, 1.2959, 0.4661], [7.2759, -7.9558, -0.2639], [4.1617, -4.9122, -2.3420], [-0.9024, 5.5239, -1.7498], [0.7190, -2.2456, -3.4934], [-5.1913, 2.5568, 2.1836], [6.2341, -6.8278, -3.0960], [-3.4379, 0.7933, 2.5498], [-2.0799, 0.3080, -3.4796], [-0.7897, 6.5780, 3.2145], [4.9564, -5.9467, -1.5086], [1.3622, 4.5529, -1.1628], [-0.3344, -2.6080, -0.1552], [6.8599, -5.8218, 0.2875], [0.0194, 5.6961, 0.7287], [4.1224, 1.2738, -2.5722], [3.5472, -5.4699, 0.1117], [0.9104, 7.9070, -0.1177], [-6.2554, -1.9671, 3.2222], [6.4278, -6.7366, 2.1664], [7.3798, -3.8635, 1.2361], [3.9694, -7.3441, 1.5241], [1.9361, 1.2224, -0.1728], [-0.1688, -2.0497, 0.7641], [-6.7467, 0.1962, 2.8510], [1.5960, 5.6137, -1.0653], [-7.8513, 1.8626, 1.9627], [-0.3228, -0.5814, -1.5445], [4.8056, -4.4419, -3.0864], [-7.9107, -0.8048, 4.3621], [-3.0268, 5.4655, -0.1253], [1.0293, 5.7818, 1.7358], [-7.5068, 0.4934, 0.8755], [-5.9626, 1.9035, 1.0395], [-2.4634, -3.2531, 0.3488], [-1.2621, 7.9518, 2.1295], [-2.7483, 4.4312, 2.1510], [8.5440, -7.2270, 0.6814], [-1.3646, 5.8775, 1.2619], [-7.1072, 1.1167, 1.6814], [-6.3698, -1.2234, 2.4360], [-1.6772, 3.7526, 0.9115], [3.5838, 1.4675, -1.7731], [4.6115, 2.0821, -2.7508], [1.9702, 7.9381, 0.1503], [6.8638, -4.4939, -1.7346], [-3.1583, 6.9903, 0.5944], [-6.2678, 2.6906, 0.3489], [0.3163, 0.1438, -2.5644], [1.3218, 1.5096, -1.5458], [-1.7566, -0.2879, -1.4125], [-1.8318, -2.7453, -0.3834], [0.9232, 8.5560, -1.0033], [-0.6209, -3.2199, -2.9446], [-0.3940, 7.0253, -2.4497], [-3.6423, 0.1231, 1.7169], [0.0003, -3.6484, -0.1142], [-1.7403, 4.4733, 1.7265], [8.3092, -6.8595, -1.0366], [-2.7957, 1.5673, 2.1152], [5.8075, -7.9177, -1.7548], [-2.4555, -0.4481, -2.7928], [5.4635, -7.0866, -2.3729], [-7.0117, -1.6953, 1.6806], [-4.3549, 3.1097, 1.7361], [7.7971, -7.0118, -0.0817], [1.8353, 5.9746, -2.0709], [0.9908, -3.6520, -2.5445], [-2.3746, -1.3010, -0.4603], [6.1121, -5.2913, -0.8559], [-3.4411, -1.3762, -0.6956], [-1.3388, 1.8447, -1.3981]], "mulliken_charge": [0.39, 0.52, 1.72, -0.84, -1.10, -0.51, 0.35, 0.13, 0.46, -2.16, 0.49, -0.63, 0.44, 0.62, 0.45, 0.34, 0.43, 0.40, 0.32, 0.30, -0.69, 0.49, -1.06, 0.13, 1.70, 0.31, -0.72, 0.42, -1.98, 0.42, 0.46, 0.30, 1.73, 0.43, -0.81, -2.19, 0.34, 0.37, 0.37, -0.14, -0.65, 0.40, 0.43, -1.75, 0.36, 0.31, 0.44, 0.47, 0.28, -1.57, 0.33, -2.06, -0.95, 0.34, 0.50, 0.38, -0.37, -1.09, 0.37, -0.02, -0.14, 0.31, -1.72, 0.23, 0.28, -0.54, 0.32, -1.08, 0.44, 0.40, 1.56, 0.34, -1.22, 1.09, 0.53, -0.67, 0.20, -1.73, 0.32, 0.41, 0.37, 0.40, 0.30, 0.43, 1.59, -2.09, 0.38, 0.62, 0.47, 0.38, 0.39, -0.57, 0.51, -0.38, 0.52, 0.35, 0.31, 0.45, 2.27, -1.32, -1.38, 0.42, 0.39, 0.27, 0.37, -0.44, 0.31, 0.53, -0.55, 0.38, 2.12, -1.20, 0.36, 0.30, 0.51, -0.01, 0.39, -2.40, 0.29, 0.00, 0.36, -1.85, -1.80, 0.43, -0.43, -1.43, 0.39, 0.41, -0.91, 0.29, 0.57, 0.48], "lumo_energy_ha": 0.01678, "e_tot_ev": -61029.3632, "smiles": "CC1(C)CCCC(C)(C)N1O.CC1(C)CCCC(C)(C)N1O.CC1(C)CCCC(C)(C)N1O.CC1(C)CCCC(C)(C)N1O.O.O.O.O", "fmax_ha_per_bohr": 0.0425, "de_lowest_kcal_mol": 36.14}

***

[4]
{"formula": "CH4N2P2", "method": "ωB97M-V with the def2-TZVPD basis set", "species": ["H", "H", "H", "N", "C", "P", "N", "H", "P"], "coordinates": [[-0.5621, -1.3518, -2.9392], [0.8028, 3.0126, 0.9025], [1.1676, -1.1970, 0.8579], [0.6329, 0.7906, 0.7728], [0.2309, -0.6114, 0.6776], [-0.3468, 2.0508, 0.7449], [-0.0251, -0.8542, -0.6593], [-0.6346, -0.8315, 1.2503], [-1.2656, -1.0082, -1.6073]], "nbo_charge": [-0.09, -0.06, 0.20, -0.80, -0.11, 0.75, -0.84, 0.16, 0.78], "lumo_energy_ha": -0.03193, "e_tot_ev": -22656.0236, "smiles": "[H]/P=N/C/N=P/[H]", "fmax_ha_per_bohr": 0.0784, "de_lowest_kcal_mol": 57.31}

***

[5]
{"formula": "C3H8F2N2", "method": "ωB97M-V with the def2-TZVPD basis set", "species": ["H", "H", "H", "H", "H", "F", "C", "F", "C", "N", "C", "H", "N", "H", "H"], "coordinates": [[2.9776, -1.1259, -0.0290], [2.6424, 0.5022, 0.1459], [1.0924, -0.6876, -1.2957], [-2.9149, -0.5767, 0.1247], [0.4470, -1.5201, 0.1273], [0.0149, 0.7403, 1.5074], [0.1042, 0.6045, 0.1473], [0.7150, 1.7811, -0.2912], [0.9878, -0.5583, -0.2531], [-1.9129, -0.6773, 0.1683], [-1.3409, 0.5428, -0.3545], [-1.3915, 0.6070, -1.4958], [2.2801, -0.4516, 0.3241], [-1.8857, 1.4463, 0.0278], [-1.8154, -0.6266, 1.1465]], "nbo_charge": [0.37, 0.37, 0.19, 0.36, 0.22, -0.35, 0.68, -0.37, -0.28, -0.82, -0.27, 0.21, -0.84, 0.19, 0.36], "lumo_energy_ha": 0.03770, "e_tot_ev": -11655.7345, "smiles": "NCC(F)(F)CN", "fmax_ha_per_bohr": 0.0621, "de_lowest_kcal_mol": 9.42}